C86H202N14O14 | the ωB97M-V functional and the def2-TZVPD basis

Computed properties:
E_HOMO   -8.08 eV
Total charge   0
E_tot   -5217.24867 hartree
2S+1   1
E_LUMO   0.3 eV

Cartesian coordinates (Å):
C -0.49 5.97 0.14
C -1.34 7.14 0.65
C -2.61 7.58 -0.18
O -2.20 7.99 -1.50
C -3.28 8.74 -2.18
N -1.73 6.80 1.96
H 0.51 5.92 0.55
H -0.16 6.17 -0.88
H -0.93 4.97 0.08
H -0.68 8.01 0.69
H -3.01 8.47 0.30
H -3.38 6.81 -0.17
H -4.20 8.19 -2.42
H -2.99 9.09 -3.17
H -3.52 9.73 -1.79
H -2.03 7.69 2.33
H -2.47 6.13 2.11
C 4.45 7.30 -2.05
C 3.70 6.16 -2.83
C 2.80 5.22 -2.03
O 2.33 4.24 -2.96
C 1.71 3.15 -2.29
N 3.00 6.85 -3.91
H 3.71 8.01 -1.66
H 5.18 7.88 -2.60
H 5.00 6.93 -1.18
H 4.46 5.60 -3.36
H 1.93 5.71 -1.59
H 3.44 4.78 -1.26
H 2.27 2.54 -1.58
H 1.16 2.52 -2.99
H 0.91 3.55 -1.66
H 2.53 7.60 -3.41
H 2.28 6.18 -4.17
C 8.18 2.73 2.25
C 6.95 3.22 2.95
C 5.78 3.12 1.89
O 4.55 3.59 2.44
C 3.51 3.78 1.55
N 6.76 2.41 4.11
H 8.41 3.19 1.29
H 8.14 1.68 1.95
H 9.09 2.88 2.83
H 6.98 4.29 3.13
H 5.67 2.09 1.57
H 6.03 3.75 1.03
H 3.25 2.79 1.18
H 3.75 4.51 0.78
H 2.61 4.22 2.00
H 5.82 2.63 4.43
H 7.38 2.59 4.89
C 6.56 -2.81 4.48
C 6.41 -1.41 3.83
C 4.98 -0.88 3.86
O 4.68 -0.47 5.21
C 3.27 -0.21 5.41
N 7.44 -0.48 4.10
H 5.91 -3.54 3.99
H 6.34 -2.72 5.54
H 7.58 -3.17 4.32
H 6.59 -1.68 2.79
H 4.27 -1.61 3.47
H 4.99 0.02 3.25
H 3.19 0.10 6.45
H 2.84 -1.20 5.25
H 2.90 0.56 4.73
H 7.08 0.43 3.88
H 7.44 -0.33 5.10
C -8.48 -3.05 -2.59
C -7.22 -2.91 -1.72
C -6.74 -1.46 -1.62
O -6.46 -0.86 -2.89
C -5.53 0.23 -2.77
N -7.59 -3.36 -0.35
H -8.58 -4.09 -2.90
H -8.43 -2.50 -3.53
H -9.42 -2.76 -2.13
H -6.55 -3.65 -2.16
H -5.80 -1.44 -1.05
H -7.46 -0.82 -1.11
H -5.84 1.01 -2.07
H -5.52 0.71 -3.75
H -4.58 -0.24 -2.54
H -8.08 -4.24 -0.41
H -6.74 -3.63 0.13
C -5.58 -3.87 4.16
C -5.87 -3.20 2.75
C -5.07 -1.89 2.43
O -5.41 -0.66 3.12
C -4.64 0.50 2.83
N -5.58 -4.10 1.62
H -4.53 -3.98 4.43
H -6.17 -4.79 4.11
H -5.96 -3.33 5.03
H -6.92 -2.90 2.72
H -5.32 -1.73 1.38
H -4.00 -2.03 2.58
H -4.88 0.75 1.80
H -3.56 0.36 2.89
H -4.86 1.41 3.38
H -4.65 -4.45 1.78
H -6.11 -4.93 1.86
C 0.05 -6.48 -4.25
C 0.78 -6.65 -2.91
C 0.11 -5.91 -1.73
O -1.21 -6.43 -1.41
C -2.00 -5.58 -0.59
N 1.23 -8.01 -2.53
H 0.62 -6.90 -5.07
H -0.22 -5.46 -4.51
H -0.94 -6.95 -4.23
H 1.79 -6.30 -3.12
H 0.12 -4.85 -1.97
H 0.77 -5.93 -0.87
H -2.26 -4.62 -1.04
H -1.68 -5.50 0.45
H -3.00 -6.00 -0.51
H 0.46 -8.63 -2.38
H 1.85 -8.42 -3.22
C -1.77 5.08 4.72
C -1.85 4.00 3.61
C -3.28 3.84 2.89
O -3.70 4.94 2.14
C -4.87 4.71 1.32
N -0.86 4.18 2.62
H -1.93 6.09 4.34
H -0.76 5.16 5.13
H -2.55 4.81 5.43
H -1.67 3.05 4.13
H -4.00 3.57 3.67
H -3.13 3.05 2.16
H -5.42 5.61 1.01
H -5.58 4.02 1.77
H -4.32 4.27 0.48
H -0.98 5.12 2.25
H 0.02 4.26 3.11
C 0.09 -2.51 9.58
C -0.72 -1.27 9.10
C 0.25 -0.38 8.30
C -0.59 0.68 7.49
C -1.61 0.05 6.53
C -2.59 -0.86 7.31
N -1.81 -1.76 8.21
O -2.61 -2.79 8.83
C -3.52 0.11 8.09
C -3.45 -1.60 6.28
C -1.25 -0.47 10.34
H 0.47 -3.14 8.77
H -0.50 -3.22 10.16
H 1.02 -2.21 10.07
H 0.94 0.10 9.00
H 0.79 -0.99 7.57
H 0.06 1.36 6.95
H -1.13 1.35 8.16
H -1.13 -0.56 5.77
H -2.13 0.90 6.09
H -3.12 0.55 9.01
H -3.93 0.94 7.53
H -4.32 -0.52 8.49
H -4.15 -2.18 6.88
H -4.06 -1.01 5.60
H -2.91 -2.22 5.57
H -2.17 -0.89 10.74
H -1.47 0.59 10.19
H -0.55 -0.53 11.18
H -2.48 -3.49 8.19
C -2.10 3.57 -3.66
C -1.65 4.21 -4.99
C -2.18 3.28 -6.16
C -2.26 3.79 -7.57
C -3.01 5.10 -7.60
C -2.41 6.12 -6.56
N -2.35 5.47 -5.20
O -1.98 6.39 -4.23
C -1.11 6.62 -7.30
C -3.44 7.27 -6.49
C -0.12 4.28 -5.06
H -1.99 4.21 -2.78
H -1.45 2.74 -3.37
H -3.10 3.14 -3.68
H -1.38 2.55 -6.28
H -3.07 2.76 -5.80
H -2.79 3.01 -8.12
H -1.31 3.99 -8.05
H -4.00 4.76 -7.31
H -2.98 5.53 -8.60
H -0.43 5.86 -7.69
H -1.35 7.22 -8.17
H -0.46 7.17 -6.62
H -2.93 8.13 -6.06
H -3.52 7.58 -7.54
H -4.36 6.97 -6.01
H 0.25 4.71 -5.99
H 0.38 3.33 -4.89
H 0.23 4.84 -4.19
H -2.61 6.17 -3.53
C 3.09 -7.78 3.09
C 2.14 -6.95 2.18
C 1.50 -5.82 2.99
C 2.30 -4.49 3.22
C 2.76 -3.97 1.83
C 3.47 -5.01 0.95
N 2.68 -6.34 0.94
O 3.10 -7.26 -0.01
C 3.56 -4.40 -0.49
C 4.90 -5.28 1.50
C 0.95 -7.88 1.80
H 3.98 -7.23 3.40
H 3.38 -8.60 2.43
H 2.63 -8.26 3.95
H 0.60 -5.51 2.44
H 1.21 -6.15 3.98
H 3.08 -4.82 3.91
H 1.77 -3.71 3.77
H 3.46 -3.14 1.95
H 1.88 -3.49 1.40
H 4.29 -4.91 -1.12
H 2.61 -4.43 -1.03
H 3.85 -3.35 -0.45
H 5.56 -4.42 1.46
H 4.88 -5.51 2.56
H 5.29 -6.18 1.03
H 0.24 -7.27 1.24
H 0.58 -8.50 2.62
H 1.30 -8.56 1.03
H 2.30 -7.37 -0.53
C 3.63 -0.44 -2.63
C 5.03 -0.03 -2.11
C 6.02 -1.15 -2.36
C 7.48 -0.72 -2.38
C 7.70 0.41 -3.29
C 6.78 1.62 -3.09
N 5.44 1.15 -2.94
O 4.57 2.28 -2.75
C 7.33 2.37 -1.88
C 6.85 2.48 -4.41
C 4.87 0.16 -0.59
H 2.79 0.24 -2.46
H 3.65 -0.69 -3.69
H 3.25 -1.32 -2.11
H 6.04 -1.81 -1.49
H 5.88 -1.59 -3.35
H 7.66 -0.38 -1.35
H 8.12 -1.59 -2.54
H 7.66 0.00 -4.30
H 8.75 0.70 -3.17
H 6.76 3.29 -1.74
H 8.33 2.75 -2.07
H 7.41 1.83 -0.94
H 6.32 3.43 -4.40
H 6.34 1.80 -5.10
H 7.87 2.60 -4.78
H 5.80 0.52 -0.15
H 4.08 0.91 -0.46
H 4.39 -0.76 -0.25
H 4.19 2.42 -3.62
C 0.54 0.67 3.48
C 0.42 -0.02 2.15
C -0.37 -1.42 2.39
C -1.08 -1.95 1.14
C -1.91 -0.95 0.40
C -1.11 0.38 0.09
N -0.47 0.91 1.30
O 0.14 2.15 1.02
C -0.14 0.07 -1.14
C -2.20 1.42 -0.42
C 1.79 -0.45 1.54
H 1.23 1.52 3.47
H 0.86 -0.10 4.18
H -0.42 1.07 3.79
H 0.27 -2.24 2.71
H -1.09 -1.30 3.21
H -1.70 -2.81 1.41
H -0.37 -2.34 0.41
H -2.81 -0.69 0.95
H -2.21 -1.43 -0.53
H 0.43 0.91 -1.52
H 0.58 -0.72 -0.93
H -0.70 -0.26 -2.01
H -1.79 2.42 -0.51
H -2.61 1.27 -1.42
H -3.02 1.55 0.28
H 2.44 -0.85 2.31
H 2.27 0.43 1.11
H 1.64 -1.32 0.89
H -0.24 2.81 1.60
C -5.45 -4.11 -5.16
C -4.09 -4.83 -5.27
C -3.85 -5.25 -6.77
C -3.43 -4.13 -7.73
C -2.26 -3.37 -7.19
C -2.35 -2.93 -5.68
N -2.86 -4.01 -4.87
O -2.82 -3.68 -3.52
C -0.86 -2.53 -5.30
C -3.32 -1.79 -5.51
C -4.02 -6.11 -4.42
H -6.23 -4.80 -4.83
H -5.80 -3.68 -6.10
H -5.42 -3.35 -4.39
H -3.01 -5.94 -6.76
H -4.75 -5.73 -7.15
H -4.28 -3.49 -7.95
H -3.23 -4.62 -8.68
H -2.13 -2.55 -7.90
H -1.42 -4.05 -7.25
H -0.23 -3.40 -5.12
H -0.49 -2.04 -6.20
H -0.83 -1.86 -4.44
H -4.21 -1.98 -6.10
H -3.73 -1.65 -4.51
H -2.93 -0.82 -5.84
H -4.54 -5.94 -3.47
H -2.98 -6.45 -4.39
H -4.50 -6.97 -4.89
H -2.06 -4.19 -3.25